Arrangement a

A single C3H2O3 molecule. Source: OMol25; level of theory: ωB97M-V/def2-TZVPD.

Calculated values
HOMO (spin up / spin down) = -8.53 / -8.90 eV
HOMO-LUMO gap (spin up / spin down) = 7.6 / 8.3 eV

Geometry as ORCA input:
```
! RIJCOSX wB97M-V def2-TZVPD def2/J DEFGRID3
* xyz 0 1
O 2.865 -0.612 0.036
O 1.178 0.909 -0.085
O -2.025 -0.679 0.089
C -0.665 -0.464 0.038
C -0.191 0.775 -0.042
C 1.801 -0.153 0.061
H -0.508 1.823 -0.016
H -2.457 -1.598 -0.081
*
```

=====

Arrangement b

A single C3H2O3 molecule. Source: OMol25; level of theory: ωB97M-V/def2-TZVPD.

Calculated values
HOMO (spin up / spin down) = -8.60 / -8.74 eV
HOMO-LUMO gap (spin up / spin down) = 7.2 / 7.2 eV

Geometry as ORCA input:
```
! RIJCOSX wB97M-V def2-TZVPD def2/J DEFGRID3
* xyz 0 1
O 1.913 -1.445 0.004
O -1.506 -0.498 0.430
O 1.152 1.347 -0.912
C 0.429 0.600 -0.299
C 0.842 -0.976 0.012
C -0.954 0.609 0.096
H -0.579 -1.202 0.258
H -1.402 1.544 0.441
*
```

=====

Arrangement c

A single C3H2O3 molecule. Source: OMol25; level of theory: ωB97M-V/def2-TZVPD.

Calculated values
HOMO = -10.01 eV
SMILES = O=CC(=O)C=O
HOMO-LUMO gap = 8.7 eV

Geometry as ORCA input:
```
! RIJCOSX wB97M-V def2-TZVPD def2/J DEFGRID3
* xyz 0 1
O 0.940 0.067 -1.638
O -0.597 1.888 0.065
O -0.125 -1.146 1.422
C -1.005 0.776 0.263
C 1.043 -0.512 -0.589
C -0.041 -0.387 0.484
H 1.860 -1.216 -0.367
H -2.075 0.530 0.360
*
```

=====

Arrangement d

A single C3H2O3 molecule. Source: OMol25; level of theory: ωB97M-V/def2-TZVPD.

Calculated values
HOMO = -9.96 eV
SMILES = O=CC(=O)C=O
HOMO-LUMO gap = 9.5 eV

Geometry as ORCA input:
```
! RIJCOSX wB97M-V def2-TZVPD def2/J DEFGRID3
* xyz 0 1
O 0.184 0.878 -1.114
O -2.339 0.519 0.243
O 2.209 -0.755 0.221
C -0.013 0.145 -0.169
C 1.138 -0.886 -0.306
C -1.228 0.573 0.702
H -1.023 1.078 1.665
H 0.956 -1.566 -1.161
*
```

=====

Which structure is most stable? arrangement c, by 0.0255 hartree over the runner-up.

=====

Arrangement a

A single C21H32N2O5 molecule. Source: OMol25; level of theory: ωB97M-V/def2-TZVPD.

Calculated values
HOMO = -9.20 eV
SMILES = CC[C@@H](C)[C@H](NC(=O)OC(C)(C)C)C(=O)N[C@@H](Cc1ccccc1)C(=O)OC
HOMO-LUMO gap = 9.9 eV

Geometry as ORCA input:
```
! RIJCOSX wB97M-V def2-TZVPD def2/J DEFGRID3
* xyz 0 1
O -2.845 -0.597 1.147
O 0.480 -4.034 -0.838
O 1.447 -2.033 -0.558
O 2.289 1.533 1.025
O 1.254 0.694 2.880
N 0.089 1.513 1.118
N -0.762 -0.902 0.336
C 1.733 -4.576 -1.241
C -0.260 -0.964 -4.355
C -1.573 -1.491 -2.407
C 0.474 -2.743 -0.525
C -1.989 3.373 2.415
C -2.302 2.730 -0.017
C -0.608 -1.841 -3.343
C 3.730 -0.343 1.620
C 3.998 1.907 2.730
C 3.628 1.172 1.442
C -1.920 -2.408 -1.270
C -1.845 0.627 -3.522
C -2.193 -0.253 -2.512
C -0.873 0.274 -4.443
C -0.908 -2.264 -0.110
C 1.232 1.196 1.782
C -2.261 2.233 1.429
C -3.070 4.447 2.398
C -1.706 -0.206 0.997
C 4.512 1.634 0.283
C -1.211 1.122 1.599
H -3.219 3.282 -0.200
H 1.540 -5.607 -1.527
H -1.021 3.823 2.182
H 0.178 -0.535 0.258
H -2.903 -2.154 -0.872
H 3.906 2.982 2.587
H -2.269 1.891 -0.708
H 0.173 1.882 0.184
H 2.138 -4.011 -2.083
H 0.490 -1.248 -5.078
H -3.089 4.972 1.446
H 3.338 1.601 3.536
H -0.598 0.959 -5.231
H -1.920 -3.450 -1.592
H 4.233 1.108 -0.626
H 4.769 -0.626 1.764
H 5.024 1.673 3.003
H -1.082 0.913 2.670
H -2.961 0.011 -1.800
H -1.924 2.955 3.422
H 3.153 -0.660 2.484
H 2.445 -4.534 -0.416
H -2.884 5.178 3.182
H -3.225 1.774 1.670
H 5.555 1.431 0.507
H -1.261 -2.894 0.719
H 3.342 -0.848 0.737
H 4.384 2.701 0.119
H -2.335 1.587 -3.593
H -1.462 3.391 -0.226
H -4.048 4.003 2.569
H -0.136 -2.811 -3.287
*
```

=====

Arrangement b

A single C21H32N2O5 molecule. Source: OMol25; level of theory: ωB97M-V/def2-TZVPD.

Calculated values
HOMO = -8.70 eV
SMILES = CCOC(=O)CCCNC(=O)CCNC(=O)c1ccc(OCCC(C)C)cc1
HOMO-LUMO gap = 9.5 eV

Geometry as ORCA input:
```
! RIJCOSX wB97M-V def2-TZVPD def2/J DEFGRID3
* xyz 0 1
O 4.451 2.565 0.669
O -0.681 -0.099 1.206
O 3.169 -1.904 -0.616
O -2.860 -0.726 -2.007
O -0.520 -2.255 1.788
N 3.513 -0.156 -1.990
N 4.192 0.356 1.032
C -1.896 -2.468 1.466
C 5.379 1.111 -0.976
C -4.618 2.245 1.512
C -3.650 0.801 -0.277
C -4.315 2.149 0.018
C 4.608 1.414 0.309
C -2.108 -3.950 1.217
C -0.026 -1.030 1.605
C 2.714 -1.044 -1.361
C 1.939 0.454 2.086
C 3.457 0.549 2.264
C 0.476 -2.050 -1.699
C 0.645 0.342 -1.664
C -3.424 3.316 -0.402
C -0.727 0.447 -1.782
C 1.262 -0.902 -1.612
C -3.603 0.457 -1.767
C 4.940 -0.122 -1.768
C -0.886 -1.952 -1.858
C -1.511 -0.701 -1.881
C 1.439 -0.983 1.960
H -2.637 0.801 0.130
H -1.473 -4.282 0.400
H -1.856 -4.520 2.106
H 5.296 2.006 -1.597
H -5.298 1.455 1.821
H -5.259 2.206 -0.537
H 1.977 -1.519 1.174
H 4.202 -0.576 0.644
H 3.798 -0.190 2.994
H -2.508 -2.117 2.306
H -3.888 4.261 -0.128
H -3.147 -4.132 0.958
H 1.645 1.016 1.198
H 6.431 1.002 -0.703
H -3.260 3.326 -1.477
H -5.076 3.203 1.750
H 1.228 1.246 -1.557
H -2.148 -1.875 0.581
H -3.698 2.150 2.084
H 1.455 0.925 2.943
H 5.455 -0.128 -2.734
H 5.196 -1.044 -1.239
H -4.205 0.007 0.230
H -3.204 1.286 -2.361
H 1.588 -1.537 2.888
H 3.105 0.560 -2.568
H 3.713 1.551 2.616
H -1.173 1.428 -1.775
H -1.504 -2.832 -1.944
H -4.606 0.227 -2.136
H 0.955 -3.016 -1.639
H -2.461 3.249 0.100
*
```

=====

Which structure is most stable? arrangement a, by 0.0183 hartree over the runner-up.

=====

Arrangement a

A gas-phase ion, CH4N2O3P (charge -1). Source: OMol25; level of theory: ωB97M-V/def2-TZVPD.

Calculated values
HOMO = -4.75 eV
SMILES = NC(=O)[P@](N)(=O)[O-]
HOMO-LUMO gap = 8.8 eV

Geometry as ORCA input:
```
! RIJCOSX wB97M-V def2-TZVPD def2/J DEFGRID3
* xyz -1 1
P -0.361 -0.648 0.519
O -1.240 0.063 1.520
O -0.854 -1.827 -0.216
O 1.297 1.265 -0.716
N -0.831 1.065 -1.436
N 1.055 -1.203 1.410
C 0.282 0.667 -0.730
H -0.679 1.752 -2.181
H 1.883 -0.835 0.974
H -1.414 0.207 -1.395
H 0.862 -0.506 2.250
*
```

=====

Arrangement b

2 unconnected molecules or ions with the total composition CH4N2O3P. Source: OMol25; level of theory: ωB97M-V/def2-TZVPD.

Calculated values
HOMO = -3.15 eV
HOMO-LUMO gap = 7.1 eV

Geometry as ORCA input:
```
! RIJCOSX wB97M-V def2-TZVPD def2/J DEFGRID3
* xyz -1 1
P 2.660 -0.067 0.089
O 0.867 1.470 -0.526
O 3.996 0.424 -0.361
O 2.179 -0.126 1.516
N 0.648 -1.264 -0.723
N 1.869 -0.814 -1.091
C -0.002 1.011 0.191
H -0.983 0.714 -0.237
H -0.106 1.154 1.257
H -0.023 -0.899 -1.482
H 0.348 -1.112 0.240
*
```

=====

Which structure is most stable? arrangement a, by 0.1294 hartree over the runner-up.

=====

Arrangement a

2 unconnected molecules or ions with the total composition C5H12N5. Source: OMol25; level of theory: ωB97M-V/def2-TZVPD.

Calculated values
HOMO (spin up / spin down) = -13.33 / -13.25 eV
HOMO-LUMO gap (spin up / spin down) = 7.8 / 7.9 eV

Geometry as ORCA input:
```
! RIJCOSX wB97M-V def2-TZVPD def2/J DEFGRID3
* xyz 1 1
N -1.992 0.540 0.115
N -0.268 0.498 -1.904
N 2.289 -1.179 0.915
N 0.689 0.427 0.296
N -0.220 0.955 -0.584
C 0.451 -0.538 -2.219
C -2.991 1.050 -0.743
C 1.484 -0.675 0.109
C 2.558 -0.647 2.185
C 1.226 -1.336 -1.229
H -3.451 0.461 -1.580
H -0.471 1.971 -0.323
H 0.715 -2.316 -1.102
H 1.795 -1.036 2.836
H -2.099 -0.442 0.353
H 2.231 -1.554 -1.697
H -3.919 1.196 -0.116
H 0.753 0.917 1.167
H 2.457 0.456 2.119
H 0.343 -0.946 -3.312
H 3.548 -0.944 2.602
H -2.623 1.984 -1.114
*
```

=====

Arrangement b

A molecular structure, C5H12N5. Source: OMol25; level of theory: ωB97M-V/def2-TZVPD.

Calculated values
HOMO = -13.88 eV
HOMO-LUMO gap = 10.7 eV

Geometry as ORCA input:
```
! RIJCOSX wB97M-V def2-TZVPD def2/J DEFGRID3
* xyz 1 1
N -1.128 -0.861 -0.576
N 1.395 -1.407 -0.342
N 0.750 -1.966 2.119
N 0.420 -0.657 1.575
N 1.785 1.646 -0.443
C 0.626 -0.468 0.194
C -0.500 1.811 -0.226
C -1.846 -0.028 -1.223
C -1.392 1.397 -1.364
C 0.788 0.988 -0.163
H 0.586 0.100 2.173
H -1.231 1.765 0.655
H 1.388 -2.204 0.309
H -2.310 2.006 -1.483
H -0.151 2.826 -0.263
H -1.236 -1.837 -0.531
H 2.703 1.093 -0.532
H -2.890 -0.227 -1.697
H 1.695 -1.770 2.378
H -0.990 1.663 -2.265
H 0.209 -2.116 2.953
H 1.327 -1.753 -1.249
*
```

=====

Which structure is most stable? arrangement b, by 0.1251 hartree over the runner-up.